(1)
Molecular formula: C5H9N
Method: DFT, ωB97M-V/def2-TZVPD

Each line ends with the Löwdin charge.
Cartesian coordinates (Å):
H (1.26887, 0.78832, 1.58408)  0.099
C (-0.76301, -0.95929, -0.57905)  -0.060
H (0.70394, -1.55764, -1.58415)  0.094
H (-1.39156, 1.72530, -0.81830)  0.075
C (-0.49170, 0.14171, 0.38276)  -0.447
H (-0.26566, 2.31506, 0.41516)  0.075
H (-1.26250, 0.14503, 1.16680)  0.135
N (1.32632, -1.32996, -0.81310)  0.115
C (1.80219, -0.76707, 0.16016)  -0.149
H (-1.12603, -1.89763, -0.15643)  0.068
C (-0.44995, 1.50921, -0.30309)  -0.087
C (0.85836, -0.12171, 1.13449)  -0.176
H (0.73552, -0.85033, 1.94684)  0.110
H (0.35407, 1.53676, -1.04755)  0.083
H (-1.29884, -0.67775, -1.48861)  0.066

Cartesian forces, eV/Å:
H -0.1 -0.1 -0.1
C -0.2 0.0 0.1
H 0.0 0.0 0.0
H 0.1 0.0 0.1
C 0.0 0.0 -0.1
H 0.0 -0.1 -0.1
H 0.1 0.0 -0.1
N 0.3 0.3 0.5
C -0.4 -0.3 -0.4
H 0.1 0.1 0.0
C 0.0 0.1 0.0
C 0.0 0.1 0.1
H 0.0 0.1 -0.1
H -0.1 0.0 0.1
H 0.1 0.0 0.1

HOMO level (spin up / spin down) = -7.38 / -7.38 eV
frontier orbital gap (spin up / spin down) = 8.31 / 8.31 eV
energy above the lowest of the compared OMol25 structures with the same formula, charge and spin = 4.304 eV
E_tot = -250.5088 hartree
net charge = 0
LUMO energy (spin up / spin down) = 0.9 / 0.9 eV

***

(2)
Molecular formula: C5H12N2S
Method: DFT, ωB97M-V/def2-TZVPD

Each line ends with the Löwdin charge.
Cartesian coordinates (Å):
H (0.24668, 2.55979, -0.85891)  0.080
H (-2.52714, 0.00162, -0.65200)  0.076
C (0.24200, -0.14982, 2.09500)  -0.488
H (3.24964, -2.21705, 1.29127)  0.033
C (-0.52784, 0.65279, -1.23397)  -0.485
H (-2.30885, 0.22313, -2.37385)  0.082
H (1.77224, -2.74773, 2.06919)  0.035
N (0.17358, 0.02774, -0.15596)  -0.087
S (2.02229, -0.41519, 2.20878)  0.784
H (-1.35386, 2.67213, -1.71623)  0.092
C (2.17007, -2.00782, 1.35424)  -0.419
H (1.20019, 0.10253, -0.17577)  0.106
C (-0.73826, 2.10000, -0.98047)  -0.077
H (-1.31916, 2.21727, -0.05469)  0.080
C (-1.79743, -0.11428, -1.45130)  -0.083
H (0.14360, 0.48911, -2.10359)  0.149
H (-0.31884, -0.20128, 3.01003)  0.053
H (-1.59920, -1.16195, -1.68579)  0.077
N (-0.42188, 0.01169, 1.03220)  -0.030
H (1.69216, -2.04264, 0.38181)  0.023

Cartesian forces, eV/Å:
H -0.3 0.3 0.0
H 0.2 -0.2 0.2
C 0.7 -0.5 0.5
H -0.4 0.2 -0.2
C 0.0 -0.9 -1.1
H 0.2 0.2 0.4
H -0.1 0.1 -0.7
N 1.6 -0.7 0.4
S -0.5 0.5 -0.4
H 0.7 -0.7 0.1
C 0.4 -0.5 1.2
H -0.6 0.2 0.3
C -0.7 1.6 0.2
H 0.4 -0.1 0.0
C -1.2 -0.1 -1.7
H -0.4 0.2 0.3
H -0.1 0.1 0.3
H 0.1 -0.1 0.5
N -0.2 0.4 -0.3
H 0.0 0.0 0.0

HOMO level = -8.45 eV
frontier orbital gap = 9.23 eV
energy above the lowest of the compared OMol25 structures with the same formula, charge and spin = 0.947 eV
E_tot = -705.3580 hartree
net charge = 0
LUMO energy = 0.8 eV

***

(3)
Molecular formula: C19H18N2O4S2
Method: DFT, ωB97M-V/def2-TZVPD

Each line ends with the Löwdin charge.
Cartesian coordinates (Å):
S (-5.06962, -0.12347, -0.92493)  0.915
H (3.63355, 4.93905, 2.75927)  0.144
C (-1.36760, -0.62097, 0.43738)  -0.201
C (-4.75548, 0.71814, -3.53079)  -0.028
H (-3.66262, -1.28798, -4.30418)  0.155
H (-0.26715, 1.12250, 1.20382)  0.158
C (-0.55451, 0.33685, 0.42408)  0.079
C (-5.19429, 0.81384, -2.26507)  -0.649
H (4.90758, 3.40815, 3.04087)  0.171
C (3.50045, -0.38401, 2.78049)  -0.092
H (-1.87435, -0.67235, 1.46489)  0.176
H (-3.12030, -2.61353, 0.57387)  0.210
C (1.00744, 1.66216, -1.00034)  -0.464
H (1.72344, -2.80046, 1.19690)  0.070
C (0.01897, 0.79744, -1.04500)  -0.140
H (3.08790, 3.45707, 3.85150)  0.028
H (4.09370, 1.38633, 3.79836)  0.186
H (0.04143, -0.09013, -2.98891)  0.178
O (-4.85583, -3.55287, -0.72010)  -0.276
C (2.51074, -0.29099, 0.53552)  0.052
H (-1.50571, -1.85717, -2.47200)  0.093
C (2.55269, 1.10035, 0.69674)  -0.071
C (3.59161, 1.01166, 2.66855)  -0.077
H (2.40922, 2.69210, -0.20067)  0.040
H (-5.73205, 1.96704, -2.01777)  0.150
C (-1.31240, -1.04973, -1.80408)  0.059
N (1.91917, 2.01271, -0.27238)  0.233
C (-4.16830, -1.49383, -2.28982)  -0.386
N (-2.60276, -2.47492, -0.42124)  -0.086
H (3.91142, -1.08593, 3.81634)  0.206
O (2.97620, 2.93400, 1.83595)  -0.024
C (3.62947, 3.72039, 3.02157)  0.029
H (-4.66266, 1.02925, -4.37019)  -0.015
H (3.17324, -3.13072, 2.56942)  0.057
O (-3.09326, -3.60896, -2.56862)  -0.348
C (-1.78881, -1.35694, -0.40069)  -0.321
H (2.07296, -0.74757, -0.42052)  0.162
C (3.01833, 1.71245, 1.82234)  -0.499
O (0.89612, 2.54992, -2.01313)  -0.021
C (2.74695, -2.53403, 1.69413)  -0.068
S (-3.72968, -2.89306, -1.36453)  0.579
C (2.89861, -0.89963, 1.76016)  -0.327
C (-4.25356, -0.81034, -3.42202)  -0.105
H (3.61523, -2.92421, 0.75239)  0.141
C (-0.36546, -0.06759, -1.88757)  -0.075

Cartesian forces, eV/Å:
S 1.2 -2.8 -1.3
H -0.5 -3.7 0.5
C -1.9 3.4 15.1
C 0.4 -10.9 12.0
H -1.4 0.8 1.3
H -0.8 -1.8 -0.7
C 6.9 9.3 -4.2
C -2.7 8.3 -0.7
H -4.2 0.8 0.2
C 2.2 0.3 4.4
H 0.6 -0.5 -0.8
H 1.8 0.2 -2.3
C -1.1 9.1 -11.0
H 1.8 0.1 1.5
C -3.7 -4.0 11.0
H -0.9 -0.4 2.1
H -1.5 -0.2 -3.8
H -0.2 0.7 2.1
O 2.0 1.4 0.2
C -0.3 2.4 0.9
H 0.1 0.2 -1.1
C -3.0 -2.2 -3.7
C 6.1 -4.9 12.7
H 6.4 11.8 -0.8
H 1.5 -3.4 -0.4
C -0.9 -1.7 5.4
N 0.3 -12.7 8.0
C -2.8 3.2 3.4
N -1.0 -0.1 8.8
H -1.4 2.5 -3.6
O 0.5 11.1 1.8
C 4.2 1.5 -5.0
H 0.4 5.0 -9.8
H -1.4 1.0 -0.9
O -1.4 1.3 3.7
C -2.4 -6.9 -17.6
H 0.9 0.4 2.0
C -1.2 -1.5 -3.9
O -0.4 -2.5 1.9
C 2.2 0.1 -3.4
S -1.9 -4.1 -9.7
C -1.7 -8.4 -4.3
C 2.4 0.4 -2.9
H -2.6 1.2 2.7
C -0.7 -3.5 -9.6

HOMO level = -8.49 eV
frontier orbital gap = 8.04 eV
energy above the lowest of the compared OMol25 structures with the same formula, charge and spin = 20.690 eV
E_tot = -1940.9575 hartree
net charge = 0
LUMO energy = -0.4 eV

***

(4)
Molecular formula: C22H27N3O4S
Method: DFT, ωB97M-V/def2-TZVPD

Each line ends with the Löwdin charge.
Cartesian coordinates (Å):
C (-0.22667, -1.12537, -1.01506)  -0.140
H (-3.43381, 1.55094, -1.88081)  0.068
C (1.88139, -1.33722, 0.13380)  -0.008
H (-5.79011, -2.26209, -2.48579)  0.074
C (-0.11400, -2.96625, 0.48150)  -0.074
H (2.48392, 2.24739, 3.05879)  0.133
C (-3.68345, 0.27315, 0.86623)  -0.027
H (-4.60984, -1.56622, -3.60639)  0.080
C (-1.66934, 1.51177, 0.48051)  0.021
H (-3.54309, -3.22313, -2.05115)  0.120
H (-1.70229, -3.81756, -0.76025)  0.126
C (-4.90751, -1.63205, -2.56358)  -0.083
C (-3.06151, -0.46348, 1.86569)  -0.290
C (-1.73201, -0.20624, 2.16008)  -0.004
C (-3.82704, -1.49670, 2.64095)  -0.051
C (1.50636, 0.44370, -1.45579)  -0.041
C (-3.76991, -2.20384, -1.72773)  -0.156
H (-0.18965, -2.88285, 1.56622)  0.112
H (0.40826, -3.89679, 0.25499)  0.122
C (0.60376, -1.78928, -0.10676)  -0.154
H (-4.72183, 0.08084, 0.63482)  0.119
H (-1.23645, -0.76852, 2.94087)  0.118
O (0.88973, 2.83903, 0.62439)  0.084
H (-4.32097, -1.02687, 3.49193)  0.086
C (-1.49651, -2.90762, -0.18880)  -0.106
H (-2.28947, -2.77745, 0.55144)  0.104
O (4.48412, -0.22073, 0.92898)  -0.299
C (-1.03129, 0.78181, 1.47335)  -0.209
N (-1.46574, -1.75601, -1.08582)  0.044
C (-2.99868, 1.25991, 0.17055)  -0.255
H (2.83401, 0.77652, 2.13101)  0.093
H (4.31721, 2.55307, -0.68918)  0.114
H (-3.16768, -2.27219, 3.02628)  0.074
H (0.66672, 0.33178, 2.50432)  0.145
O (-2.44640, -0.41242, -2.61903)  0.067
H (-5.15531, -0.63094, -2.22199)  0.069
H (2.54814, -1.82505, 0.82766)  0.124
C (2.54278, 1.82389, 2.05256)  -0.100
H (-4.05942, -2.24150, -0.67602)  0.100
C (-2.51671, -1.35910, -1.86530)  -0.428
H (-4.59814, -1.95808, 2.02685)  0.074
H (1.89119, 1.31450, -1.95939)  0.123
H (4.56333, 2.51353, 1.81224)  0.121
C (-3.66322, 2.02768, -0.92714)  -0.035
N (3.73254, 2.02036, -0.06682)  -0.129
C (0.21677, -0.00295, -1.69965)  0.029
C (3.61247, 2.57440, 1.26502)  -0.220
H (-4.74326, 2.04352, -0.79958)  0.079
C (2.31623, -0.21315, -0.55057)  -0.287
H (-3.29167, 3.04836, -0.96371)  0.083
S (3.97450, 0.38432, -0.27530)  0.656
C (1.17106, 1.95528, 1.39870)  -0.471
H (-0.42807, 0.50310, -2.39679)  0.112
H (-1.12747, 2.27647, -0.04816)  0.111
N (0.30863, 0.98973, 1.82588)  0.145
H (3.31804, 3.62169, 1.15906)  0.126
O (4.73252, 0.24056, -1.48372)  -0.285

Cartesian forces, eV/Å:
C 0.6 0.1 0.1
H -0.1 0.0 -0.1
C 0.0 -0.1 0.0
H -0.1 0.0 0.0
C 0.0 0.0 0.0
H 0.0 -0.1 0.0
C 0.0 0.0 0.0
H 0.0 0.0 -0.1
C 0.0 0.1 0.0
H 0.0 0.0 0.1
H 0.0 0.1 0.1
C 0.2 -0.1 0.1
C 0.1 0.0 0.0
C 0.0 0.0 -0.1
C 0.0 0.1 0.0
C -0.1 -0.1 -0.1
C -0.2 0.2 -0.3
H 0.0 0.0 0.0
H 0.0 0.0 0.0
C 0.0 0.1 -0.2
H -0.2 0.0 0.0
H 0.1 -0.1 0.1
O -0.1 0.3 -0.2
H -0.1 -0.1 0.1
C -0.3 -0.5 0.2
H 0.0 -0.1 -0.1
O -0.3 0.1 0.0
C -0.2 0.1 0.0
N 0.1 0.1 0.0
C 0.0 -0.1 0.2
H -0.1 0.0 0.2
H 0.1 -0.1 -0.2
H 0.0 -0.1 0.0
H 0.1 0.1 -0.2
O 0.0 0.2 -0.2
H -0.1 0.1 0.0
H 0.0 -0.1 0.1
C 0.1 0.4 -0.2
H 0.1 -0.1 0.1
C -0.2 -0.4 0.2
H 0.0 -0.1 0.0
H -0.1 0.2 -0.1
H -0.2 0.1 0.0
C 0.0 0.0 -0.1
N 0.2 -0.8 -0.4
C 0.0 0.1 -0.2
C -0.2 -0.1 0.6
H -0.1 0.0 0.0
C 0.6 0.1 0.2
H 0.0 0.1 0.0
S 0.0 0.3 -0.2
C 0.3 -0.1 0.4
H 0.0 0.0 0.0
H 0.0 0.1 0.0
N -0.2 -0.3 0.2
H 0.0 -0.1 0.0
O -0.1 0.2 -0.2

HOMO level = -8.24 eV
frontier orbital gap = 8.70 eV
energy above the lowest of the compared OMol25 structures with the same formula, charge and spin = 0.073 eV
E_tot = -1718.0158 hartree
net charge = 0
LUMO energy = 0.5 eV

***

(5)
Molecular formula: C4H5F3S
Method: DFT, ωB97M-V/def2-TZVPD

Each line ends with the Löwdin charge.
Cartesian coordinates (Å):
S (-3.94022, 0.60068, -0.37503)  0.618
H (-0.33673, -1.81439, 0.64105)  0.036
H (1.29102, -2.30980, 0.56139)  0.095
H (-2.85399, 1.35707, 1.43253)  -0.031
F (3.22626, -0.48442, -0.19283)  0.145
C (2.22534, 0.38193, -0.28348)  -0.629
F (2.29738, 1.00702, -1.48586)  0.114
C (0.61113, -1.41920, 0.41821)  0.041
H (-3.18062, 0.17544, -1.46128)  -0.103
F (2.41433, 1.21881, 0.73155)  0.145
H (-0.03531, 0.41453, -0.22422)  0.055
C (-2.51033, 1.10359, 0.38898)  -0.454
C (0.79174, -0.23127, -0.15102)  -0.031

Cartesian forces, eV/Å:
S 1.6 -0.7 -2.2
H -1.6 0.3 0.2
H 0.2 1.8 -0.2
H 1.9 0.2 -0.6
F 0.1 -0.6 -0.4
C -2.3 -1.0 -0.5
F 0.5 0.2 0.7
C 1.2 -1.6 -0.8
H -1.2 0.0 0.4
F 0.0 1.1 -0.1
H -0.7 1.0 -0.4
C -2.2 0.4 2.4
C 2.6 -1.2 1.5

multiplicity = 3
HOMO level (spin up / spin down) = -7.82 / -10.90 eV
frontier orbital gap (spin up / spin down) = 8.48 / 9.08 eV
energy above the lowest of the compared OMol25 structures with the same formula, charge and spin = 0.433 eV
E_tot = -853.0061 hartree
net charge = 0
LUMO energy (spin up / spin down) = 0.7 / -1.8 eV

***

(6)
Molecular formula: C5H13N
Method: DFT, ωB97M-V/def2-TZVPD

Each line ends with the Löwdin charge.
Cartesian coordinates (Å):
N (0.15385, -0.50984, -0.59838)  -0.280
H (-0.85745, 0.68739, 2.37966)  0.101
H (0.89926, 2.31694, 0.29479)  0.069
H (1.26908, 2.17305, 1.96083)  0.058
H (-0.28223, 2.78570, 1.19290)  0.063
H (1.56258, -2.33205, -0.81221)  0.088
H (0.92262, -0.31144, -2.47151)  0.093
C (0.47528, 1.98817, 1.26240)  -0.119
C (-0.25936, 0.64801, 1.46284)  -0.243
H (0.71045, -1.92455, 0.74270)  0.084
C (-0.05795, -0.11167, -1.97408)  -0.135
H (-1.43141, -1.05025, 0.62401)  0.105
C (0.61295, -1.93746, -0.38105)  -0.074
H (0.61135, 0.04617, 1.73108)  0.082
H (-0.14510, 0.94748, -2.23852)  0.072
H (-0.15552, -2.65039, -0.59287)  0.055
H (-1.69827, 0.57310, -0.09782)  0.114
C (-0.95610, -0.11564, 0.31246)  -0.197
H (-0.94846, -0.50073, -2.43092)  0.065

Cartesian forces, eV/Å:
N -0.1 0.1 -0.8
H -0.2 0.2 -0.2
H 0.3 -1.6 -0.2
H -0.1 0.1 0.7
H 0.1 0.2 1.3
H -0.6 1.2 0.0
H -1.1 -0.6 -0.3
C -1.9 1.5 -2.1
C 1.5 -0.9 0.7
H 0.3 -0.5 -1.0
C 1.9 0.1 -0.5
H -0.4 0.4 0.5
C -0.2 1.7 1.9
H -0.3 -0.7 0.2
H 0.0 0.4 1.2
H -0.8 -0.6 -0.4
H 0.1 -0.4 -0.7
C 1.9 0.4 0.4
H -0.3 -1.0 -0.6

HOMO level = -8.20 eV
frontier orbital gap = 9.30 eV
energy above the lowest of the compared OMol25 structures with the same formula, charge and spin = 2.084 eV
E_tot = -252.9865 hartree
net charge = 0
LUMO energy = 1.1 eV

***

(7)
Molecular formula: C5H8N2
Method: DFT, ωB97M-V/def2-TZVPD

Each line ends with the Löwdin charge.
Cartesian coordinates (Å):
N (2.08504, -0.80476, -0.05766)  0.020
H (-2.41843, -0.34759, 1.62121)  0.079
H (-3.90790, -0.56440, -0.23801)  0.052
H (0.98274, 2.11740, -0.13305)  0.055
H (2.60928, 0.96760, -1.02109)  0.044
C (-0.13799, -1.00695, 0.21028)  -0.096
H (-0.84529, 2.22258, 0.20752)  0.071
H (-0.28387, -1.54990, -0.71426)  0.104
C (2.88260, -0.04148, -0.63411)  -0.210
C (-2.15446, -0.50185, 0.56323)  -0.155
H (3.94274, -0.31380, -0.78435)  0.052
N (-2.89810, -0.55746, -0.42835)  0.043
C (0.03622, 0.32815, 0.18605)  -0.189
H (0.06122, -1.56568, 1.11570)  0.095
C (0.04620, 1.61814, 0.10691)  0.036

Cartesian forces, eV/Å:
N 0.6 0.6 -0.1
H 0.0 0.0 -0.1
H 0.2 0.5 0.1
H 0.0 0.1 0.1
H 0.1 -0.2 0.1
C -3.9 0.4 1.0
H -0.1 0.0 0.0
H 0.2 0.0 0.0
C 0.0 0.3 0.0
C 0.9 -1.3 0.1
H -0.2 0.0 -0.1
N -0.2 -0.5 -0.3
C 2.0 0.3 -0.6
H 0.2 0.1 -0.1
C 0.2 -0.3 -0.1

HOMO level (spin up / spin down) = -6.34 / -7.58 eV
frontier orbital gap (spin up / spin down) = 6.73 / 8.28 eV
energy above the lowest of the compared OMol25 structures with the same formula, charge and spin = 7.936 eV
E_tot = -304.5439 hartree
net charge = 0
LUMO energy (spin up / spin down) = 0.4 / 0.7 eV

***

What is the formula in the fourth record?
C22H27N3O4S